# C6H12N2O

A cluster of 2 separate species, C6H12N2O in total (ωB97M-V with the def2-TZVPD basis set, the Open Molecules 2025 dataset).

The geometry in ORCA input format:
```
! wB97M-V def2-TZVPD RIJCOSX def2/J DEFGRID3
* xyz 0 1
C -0.9127 1.7385 -0.8075
N -0.8748 1.3608 0.5820
C -1.3238 2.3570 1.5285
C -0.1377 0.4105 1.0982
N 0.4176 -0.3653 1.7370
H -0.6106 0.8906 -1.4207
H -0.2439 2.5852 -1.0086
H -1.9336 2.0308 -1.0635
H -2.3540 2.6383 1.2961
H -0.6987 3.2575 1.4892
H -1.2881 1.9490 2.5368
C 0.6185 -0.7391 -2.1243
C 1.0755 -1.3149 -1.0169
O 0.4250 -2.3324 -0.4168
C 1.1155 -2.9735 0.6371
H 1.1735 0.0440 -2.6047
H -0.2817 -1.0879 -2.5983
H 2.0014 -0.9950 -0.5556
H 0.5086 -3.8341 0.9130
H 2.1046 -3.3184 0.3055
H 1.2194 -2.3017 1.4933
*
```

Computed properties:
Lowest unoccupied orbital energy (eV): 0.86
Orbital gap (hartree): 0.346
HOMO level (eV): -8.57
Structure (SMILES): CN(C)C#N.C=COC